74
Properties=species:S:1:pos:R:3:forces:R:3 method="wB97M-V/def2-TZVPD" e_tot_ha=-4122.56172 e_homo_ev="-5.00 / -5.00" multiplicity=1 lumo_ev="-0.7 / -0.7" relative_energy_kcal_mol=54.9 homo_lumo_gap_ev="4.34 / 4.34" total_charge=-1
W -0.988003 -1.010534 0.234870 0.59 0.88 -1.88
C -3.046617 -2.647643 -2.645385 -0.22 -0.12 0.08
C -1.710283 -2.050836 -2.900279 -0.08 0.31 0.25
C -0.989816 -2.206716 -4.085381 0.14 0.27 0.42
C 0.157199 -1.451377 -3.937550 -0.27 -0.06 0.32
C 1.251597 -1.261744 -4.926492 0.06 0.15 0.09
N 0.124035 -0.876356 -2.720999 -0.09 -0.20 -0.21
N -1.029353 -1.232364 -2.067351 0.31 0.02 -0.11
B 1.084829 0.203587 -2.180426 -0.35 -0.14 0.52
N 0.220723 1.371514 -1.682613 0.02 0.18 -0.05
N -0.743816 1.196844 -0.734376 0.03 0.02 -0.33
C -1.335539 2.397083 -0.568499 -0.03 -0.36 -0.11
C -2.500868 2.758713 0.288722 -0.10 -0.14 0.28
C -0.739891 3.330142 -1.415733 0.21 -0.43 -0.01
C 0.235855 2.647488 -2.108656 -0.28 0.03 0.26
C 1.135311 3.190512 -3.159797 0.08 -0.19 -0.02
N 1.948915 -0.274356 -1.001536 0.24 -0.07 0.01
N 1.413178 -0.401365 0.243941 0.16 0.04 -0.61
C 2.437981 -0.522857 1.099526 -0.51 0.11 -0.09
C 2.344941 -0.598923 2.584284 -0.24 -0.02 0.14
C 3.642040 -0.503655 0.388233 -0.32 0.01 -0.32
C 3.295582 -0.336074 -0.935993 -0.13 -0.05 0.31
C 4.205922 -0.218244 -2.106507 -0.16 0.09 -0.05
H -3.419288 -3.069731 -3.576690 0.00 -0.02 -0.06
H -3.763384 -1.904424 -2.286129 0.15 -0.22 -0.03
H -3.001695 -3.448101 -1.901601 -0.06 0.17 -0.17
H -1.283409 -2.786975 -4.937557 -0.05 -0.08 -0.13
H 1.062301 -1.891486 -5.792889 0.01 0.00 -0.01
H 2.213130 -1.535560 -4.496382 0.08 -0.01 -0.03
H 1.309470 -0.222122 -5.250724 0.05 -0.01 -0.04
H 1.781709 0.575609 -3.053747 0.26 0.07 -0.31
H -2.766594 2.011083 1.026488 0.01 0.10 -0.08
H -3.372140 2.899015 -0.352760 -0.04 0.03 0.03
H -2.292926 3.700777 0.795204 0.03 0.07 0.01
H -1.006295 4.362566 -1.513614 -0.04 0.23 0.00
H 0.922387 4.247376 -3.303631 0.00 0.02 0.02
H 0.974519 2.675547 -4.104697 0.09 -0.02 -0.11
H 2.179585 3.078619 -2.876611 0.12 0.00 -0.06
H 1.323553 -0.538216 2.948857 0.19 -0.03 -0.03
H 2.904793 0.227220 3.020447 0.05 0.05 -0.01
H 2.790105 -1.527190 2.938842 0.06 -0.01 0.10
H 4.628179 -0.601217 0.795748 0.19 0.01 0.08
H 5.226301 -0.395900 -1.775817 0.04 -0.02 -0.04
H 4.151068 0.777400 -2.546491 0.03 0.02 -0.07
H 3.950183 -0.943949 -2.875857 0.05 -0.04 -0.08
S -3.715036 -1.171997 3.403938 0.24 -0.23 -0.21
Sb -3.714630 -1.760236 1.206785 -2.99 -0.40 1.31
S -3.195416 -0.126338 -0.490216 0.74 -1.24 0.73
S -2.013766 -3.249324 0.391303 -0.20 1.72 -0.45
S -5.738849 -2.598286 0.672346 -0.01 -0.19 -0.45
O 2.713458 -5.524036 2.289685 -0.52 0.57 -0.32
C 2.004739 -4.642840 1.867425 0.72 -0.72 0.47
C 1.199514 -3.660588 2.716718 -0.36 0.40 0.92
O 1.181992 -3.620990 3.930344 0.03 -0.07 -0.68
C 0.538165 -2.796125 1.740985 0.76 -0.84 -0.87
C 0.874582 -3.150732 0.437515 -0.54 0.78 0.50
O 0.362434 -2.454250 -0.540261 0.55 -1.15 0.79
C 1.796087 -4.282374 0.402840 0.38 -0.37 -0.96
O 2.319172 -4.811447 -0.557203 -0.31 0.27 0.59
O -0.272596 -1.771696 1.897505 0.45 0.09 0.33
I -2.366315 5.620114 6.353377 0.07 -0.27 -0.13
C -1.824586 4.020487 5.083972 -0.11 0.36 0.27
C -2.746750 3.031678 4.797081 -0.08 0.06 0.10
C -2.417931 2.031683 3.896757 0.20 -0.04 -0.11
C -1.164657 2.038913 3.294559 -0.21 0.03 0.21
C -0.229681 3.015587 3.639001 -0.08 -0.19 -0.13
C -0.555049 4.014647 4.530835 0.04 0.09 0.11
C -0.762352 1.114250 2.202150 1.96 0.65 -0.52
O 0.321917 1.278746 1.644028 -0.66 0.56 1.30
O -1.580362 0.218418 1.754339 -0.24 -0.53 -0.50
H -3.720000 3.034252 5.262422 -0.09 0.03 0.03
H -3.130742 1.248770 3.673840 0.01 -0.08 -0.14
H 0.743950 2.982545 3.172579 0.01 0.02 -0.04
H 0.167232 4.777983 4.782953 -0.02 0.04 0.01